A molecular structure, C2H2F2LiOPm, computed with ωB97M-V/def2-TZVPD.

Geometry as ORCA input:
```
! RIJCOSX wB97M-V def2-TZVPD def2/J DEFGRID3
* xyz 3 6
Pm 1.994 1.612 0.640
F -1.465 1.470 -0.486
F 3.120 0.190 0.144
O 0.442 -0.120 -0.016
C -0.716 -0.443 -0.417
C -1.877 0.215 -0.027
Li 2.404 -1.387 -0.303
H -1.207 -1.487 -0.174
H -2.694 -0.049 0.640
*
```

The value obtained for the highest occupied orbital energy (spin up / spin down) is -22.6 / -24.0 eV. Its expectation value of S² is 8.76. The energy above the lowest of the compared OMol25 structures with the same formula, charge and spin comes out at 0.00 kcal/mol. As for the LUMO energy (spin up / spin down): -15.9 / -14.9 eV. As for the HOMO-LUMO gap (spin up / spin down): 6.7 / 9.1 eV.